Entry 1:
Computed, not measured: C4H7BrNO3P as an isolated structure in a non-equilibrium geometry, with wB97M-V/def2-TZVPD.

## Properties
Gap between HOMO and LUMO, eV: 10.221
LUMO, eV: -0.91
DFT total energy, eV: -91223.063

Positions of all 17 atoms, in Å:
1 C -0.098 2.794 0.871
2 C 1.271 -1.921 -1.174
3 C -1.536 -0.726 1.378
4 C -0.350 1.580 -0.814
5 N -0.228 3.354 1.844
6 O 2.028 0.601 0.144
7 O 0.285 -0.864 -1.158
8 O -0.188 -0.174 1.284
9 P 0.645 0.314 -0.069
10 Br 0.454 2.357 -2.317
11 H 0.830 -2.802 -1.804
12 H 1.237 -2.315 -0.232
13 H 2.293 -1.579 -1.303
14 H -1.432 -1.343 2.250
15 H -1.670 -1.124 0.385
16 H -2.115 0.165 1.741
17 H -1.422 1.683 -1.027

These are the Löwdin partial charges, in e, on atoms 1 to 8: atom 1 (C): -0.18, atom 2 (C): -0.09, atom 3 (C): -0.05, atom 4 (C): -0.64, atom 5 (N): 0.05, atom 6 (O): -0.21, atom 7 (O): -0.29, atom 8 (O): -0.30

Entry 2:
Computed, not measured: C5H8N as an isolated structure in a non-equilibrium geometry, with wB97M-V/def2-TZVPD.

## Properties
Total charge: +1
Gap between HOMO and LUMO (alpha / beta), eV: 7.727 / 7.730
LUMO (alpha / beta), eV: -6.05 / -6.05
DFT total energy, eV: -6789.711

Positions of all 14 atoms, in Å:
1 C 1.327 0.910 2.214
2 C 0.658 0.496 1.305
3 C 0.452 0.512 -0.252
4 C -0.401 -0.600 0.002
5 C -0.344 1.795 -0.592
6 N -0.082 -2.018 0.037
7 H 1.308 0.198 -0.726
8 H -1.367 -0.587 0.320
9 H -1.148 1.991 0.033
10 H -0.725 1.855 -1.610
11 H 0.312 2.610 -0.736
12 H -0.023 -2.420 0.895
13 H 0.803 -2.087 -0.430
14 H -0.769 -2.655 -0.460

These are the Löwdin partial charges, in e, on atoms 1 to 8: atom 1 (C): 0.12, atom 2 (C): -0.17, atom 3 (C): -0.27, atom 4 (C): 0.02, atom 5 (C): -0.01, atom 6 (N): 0.26, atom 7 (H): 0.13, atom 8 (H): 0.12

Entry 3:
Computed, not measured: a 2-piece molecular cluster, C3H7NO2 overall in a non-equilibrium geometry, with wB97M-V/def2-TZVPD.

## Properties
Gap between HOMO and LUMO, eV: 11.236
LUMO, eV: 0.59
DFT total energy, eV: -8809.416
SMILES string: N=C=O.CCO

Positions of all 13 atoms, in Å:
1 N -0.925 -1.453 -1.535
2 C -0.626 -0.761 -2.480
3 O -0.459 -0.168 -3.482
4 C -0.472 1.154 0.693
5 C 0.814 0.321 0.685
6 O 0.426 -1.033 0.913
7 H -0.534 -1.452 -0.591
8 H -1.243 0.782 -0.054
9 H -0.912 1.085 1.698
10 H -0.167 2.212 0.567
11 H 1.342 0.420 -0.277
12 H 1.531 0.636 1.469
13 H 1.214 -1.590 0.906

These are the Löwdin partial charges, in e, on atoms 1 to 8: atom 1 (N): 0.19, atom 2 (C): -0.41, atom 3 (O): 0.13, atom 4 (C): -0.09, atom 5 (C): -0.31, atom 6 (O): -0.11, atom 7 (H): 0.04, atom 8 (H): 0.09

Entry 4:
Computed, not measured: an isolated ion of composition C3H5O2S and charge -1 in a non-equilibrium geometry, with wB97M-V/def2-TZVPD.

## Properties
Total charge: -1
Gap between HOMO and LUMO, eV: 7.165
LUMO, eV: 3.13
DFT total energy, eV: -18123.050
SMILES string: O=C([O-])CCS

Positions of all 11 atoms, in Å:
1 O 1.318 -1.174 1.839
2 C 0.393 -1.421 1.011
3 O 0.287 -2.485 0.240
4 C -0.497 -0.106 0.563
5 C 0.235 0.460 -0.668
6 S -1.057 1.495 -1.559
7 H -1.445 -0.558 0.361
8 H -0.541 0.508 1.509
9 H 1.178 1.062 -0.549
10 H 0.590 -0.491 -1.125
11 H -0.462 2.709 -1.622

These are the Löwdin partial charges, in e, on atoms 1 to 8: atom 1 (O): -0.12, atom 2 (C): -0.67, atom 3 (O): -0.17, atom 4 (C): -0.25, atom 5 (C): -0.53, atom 6 (S): 0.61, atom 7 (H): 0.06, atom 8 (H): 0.10

DFT total energy of number 1 (C4H7BrNO3P)? -91223.063 eV